{"formula": "C33H85N2O14PS2", "method": "wB97M-V/def2-TZVPD", "species": ["C", "C", "N", "C", "C", "C", "S", "S", "C", "C", "C", "N", "C", "C", "O", "O", "C", "O", "O", "P", "C", "C", "H", "H", "H", "H", "H", "H", "H", "H", "H", "H", "H", "H", "H", "H", "H", "H", "H", "H", "H", "H", "H", "H", "H", "H", "H", "C", "C", "O", "H", "H", "H", "H", "H", "H", "C", "C", "O", "H", "H", "H", "H", "H", "H", "C", "C", "O", "H", "H", "H", "H", "H", "H", "C", "C", "O", "H", "H", "H", "H", "H", "H", "C", "C", "O", "H", "H", "H", "H", "H", "H", "C", "C", "O", "H", "H", "H", "H", "H", "H", "C", "C", "O", "H", "H", "H", "H", "H", "H", "C", "C", "O", "H", "H", "H", "H", "H", "H", "C", "C", "O", "H", "H", "H", "H", "H", "H", "C", "C", "O", "H", "H", "H", "H", "H", "H"], "coordinates": [[-0.253, -3.594, 2.210], [0.608, -3.364, 0.982], [0.045, -2.363, 0.054], [-0.239, -1.040, 0.675], [0.741, -0.508, 1.724], [0.800, -2.268, -1.122], [0.309, -3.028, -2.475], [2.388, -1.383, -1.153], [2.160, 0.251, -1.925], [2.038, 1.453, -0.995], [3.009, 1.502, 0.175], [4.372, 1.808, -0.318], [5.401, 0.894, 0.208], [5.709, 1.124, 1.683], [6.818, 1.334, 2.076], [4.631, 1.086, 2.556], [4.790, 3.148, -0.127], [5.480, 3.722, -0.922], [4.420, 3.694, 1.074], [3.683, 5.239, 1.002], [4.426, 6.098, 2.433], [1.995, 4.965, 1.626], [-0.473, -2.676, 2.752], [0.310, -4.226, 2.900], [-1.170, -4.117, 1.957], [1.642, -3.144, 1.274], [0.639, -4.311, 0.441], [-0.269, -0.323, -0.149], [-1.250, -1.102, 1.076], [0.420, -0.748, 2.737], [1.745, -0.903, 1.615], [0.778, 0.579, 1.657], [1.253, 0.224, -2.525], [2.974, 0.386, -2.633], [2.272, 2.326, -1.613], [1.017, 1.611, -0.643], [3.051, 0.569, 0.727], [2.636, 2.244, 0.887], [6.337, 1.029, -0.329], [5.077, -0.128, 0.008], [4.272, 1.990, 2.578], [3.746, 6.916, 2.671], [4.490, 5.460, 3.316], [5.389, 6.507, 2.144], [1.312, 4.555, 0.886], [1.995, 4.343, 2.527], [1.637, 5.950, 1.932], [5.440, -1.192, 6.051], [4.217, -1.698, 5.307], [3.619, -0.674, 4.522], [5.170, -0.356, 6.697], [5.882, -1.980, 6.663], [6.197, -0.833, 5.350], [3.457, -2.040, 6.008], [4.487, -2.541, 4.661], [4.272, -0.363, 3.883], [-1.816, -0.314, -4.825], [-1.926, 0.628, -3.646], [-0.634, 1.151, -3.327], [-1.116, -1.115, -4.586], [-2.782, -0.750, -5.082], [-1.428, 0.207, -5.705], [-2.285, 0.107, -2.760], [-2.617, 1.450, -3.864], [-0.307, 1.609, -4.110], [1.469, 0.620, 5.191], [2.258, 1.637, 4.389], [1.645, 2.929, 4.416], [0.451, 0.541, 4.806], [1.940, -0.362, 5.148], [1.402, 0.926, 6.238], [2.310, 1.341, 3.341], [3.280, 1.710, 4.775], [1.608, 3.211, 5.335], [-2.502, -6.539, -2.071], [-2.774, -5.659, -0.865], [-1.554, -5.155, -0.321], [-1.857, -7.374, -1.791], [-3.430, -6.935, -2.487], [-1.989, -5.982, -2.855], [-3.268, -6.228, -0.080], [-3.421, -4.820, -1.136], [-1.136, -4.637, -1.024], [-2.067, 8.525, 2.785], [-0.708, 7.853, 2.821], [-0.172, 7.672, 1.510], [-2.768, 7.936, 2.192], [-2.472, 8.643, 3.791], [-2.002, 9.510, 2.322], [-0.780, 6.860, 3.264], [-0.006, 8.445, 3.419], [-0.087, 8.542, 1.106], [-3.430, -7.464, -7.046], [-3.654, -6.563, -5.845], [-2.428, -6.061, -5.325], [-2.783, -8.299, -6.777], [-4.374, -7.858, -7.423], [-2.938, -6.915, -7.853], [-4.128, -7.117, -5.035], [-4.307, -5.726, -6.113], [-1.996, -5.556, -6.021], [-7.198, -7.826, 0.210], [-5.859, -7.185, -0.104], [-5.974, -5.773, -0.266], [-7.913, -7.617, -0.586], [-7.100, -8.907, 0.320], [-7.612, -7.422, 1.137], [-5.457, -7.582, -1.035], [-5.140, -7.397, 0.695], [-6.314, -5.414, 0.559], [1.460, -7.359, -2.418], [2.008, -6.530, -3.565], [0.968, -6.045, -4.406], [0.884, -8.203, -2.801], [2.266, -7.741, -1.788], [0.789, -6.761, -1.795], [2.662, -7.130, -4.196], [2.587, -5.684, -3.178], [0.390, -5.505, -3.857], [-3.165, 10.442, -1.755], [-3.183, 9.631, -0.473], [-3.756, 10.362, 0.609], [-2.604, 11.367, -1.611], [-2.708, 9.878, -2.569], [-4.179, 10.717, -2.053], [-2.170, 9.372, -0.169], [-3.741, 8.700, -0.618], [-4.659, 10.586, 0.362], [-2.770, 2.803, -0.507], [-2.031, 4.025, -1.022], [-0.698, 3.710, -1.407], [-2.241, 2.372, 0.344], [-3.785, 3.058, -0.196], [-2.829, 2.034, -1.280], [-1.957, 4.782, -0.243], [-2.563, 4.463, -1.874], [-0.734, 3.049, -2.110]], "forces_ev_per_a": [[0.149, -0.056, 0.221], [-0.326, -0.616, -0.125], [0.690, 0.523, 0.671], [0.396, -0.061, -0.377], [-0.333, -0.079, 0.352], [-0.527, 0.124, -0.707], [0.180, 0.004, 0.115], [0.303, -0.027, 0.449], [-0.717, 0.087, -0.314], [0.337, 0.183, 0.107], [-0.150, 0.027, -0.205], [-0.192, -0.184, 1.089], [-0.049, 0.023, -0.351], [0.630, -0.060, 0.082], [-0.330, -0.187, 0.040], [0.400, 0.222, -0.508], [0.690, 0.397, -0.726], [-0.257, -0.146, 0.475], [-0.611, -0.119, 0.157], [-0.039, 0.968, -1.013], [-0.279, -0.529, 0.065], [0.382, -0.477, 0.809], [-0.088, 0.031, -0.038], [-0.007, -0.046, -0.002], [-0.088, 0.124, -0.123], [-0.014, 0.316, -0.019], [0.086, 0.009, -0.095], [-0.178, -0.058, -0.063], [-0.012, 0.029, 0.048], [-0.008, -0.021, 0.014], [0.104, 0.029, -0.155], [0.071, 0.053, 0.011], [-0.020, -0.250, -0.105], [0.260, -0.172, 0.184], [-0.180, 0.082, -0.028], [-0.050, -0.243, 0.035], [-0.117, -0.131, -0.155], [0.230, 0.063, -0.050], [0.001, 0.177, -0.035], [-0.114, -0.031, 0.255], [-0.114, -0.080, 0.126], [0.033, 0.107, -0.060], [0.177, 0.021, 0.019], [0.123, -0.059, 0.145], [0.067, 0.017, -0.163], [-0.125, -0.076, -0.040], [-0.089, 0.071, -0.232], [-0.032, 0.054, 0.010], [0.255, 0.037, -0.194], [1.235, -0.819, -0.280], [-0.017, -0.024, 0.036], [0.002, 0.007, -0.015], [0.016, -0.054, -0.005], [-0.076, -0.008, -0.002], [-0.031, -0.074, 0.117], [-0.036, 0.132, -0.049], [-0.028, -0.134, 0.004], [0.091, -0.019, -0.356], [-0.113, 0.377, 0.259], [-0.042, -0.066, 0.007], [0.004, 0.002, -0.001], [-0.078, 0.047, -0.007], [0.091, 0.012, 0.051], [-0.044, -0.029, 0.049], [0.055, -0.067, -0.014], [-0.586, -0.066, 0.194], [-0.066, 0.021, 0.404], [0.001, 0.073, -0.111], [-0.091, 0.129, -0.001], [-0.574, 0.526, 0.092], [-0.003, 0.085, 0.055], [-0.085, 0.030, 0.025], [-0.099, -0.047, -0.071], [-0.050, 0.004, -0.028], [0.042, -0.057, 0.129], [0.283, 0.080, -0.263], [-0.069, -0.188, -0.026], [-0.057, -0.030, 0.034], [0.011, 0.025, -0.051], [-0.114, 0.022, -0.066], [0.050, 0.085, 0.105], [-0.129, -0.087, 0.025], [-0.003, 0.168, 0.119], [0.072, -0.069, -0.039], [-0.049, 0.235, -0.087], [-0.004, -0.107, 0.043], [-0.012, -0.025, 0.031], [0.001, 0.020, -0.005], [-0.029, 0.043, 0.077], [0.072, -0.038, -0.053], [-0.035, -0.063, 0.105], [0.019, -0.009, -0.013], [0.057, -0.043, 0.043], [0.147, 0.135, -0.183], [-0.085, 0.005, 0.027], [-0.028, -0.014, 0.023], [0.000, 0.015, -0.013], [-0.059, 0.019, -0.024], [0.024, 0.035, 0.053], [-0.106, -0.067, 0.028], [0.082, -0.054, 0.016], [-0.033, 0.048, -0.058], [-0.167, 0.097, 0.277], [-0.027, -0.117, -0.133], [0.019, -0.030, -0.026], [0.001, 0.003, 0.019], [0.033, -0.051, 0.038], [0.049, 0.106, -0.034], [0.031, -0.134, -0.057], [0.008, 0.047, -0.021], [-0.045, -0.017, -0.038], [-0.153, 0.140, 0.150], [0.091, -0.069, -0.051], [0.029, -0.015, -0.011], [-0.003, 0.014, 0.011], [0.047, 0.018, 0.035], [-0.011, 0.027, -0.053], [0.095, -0.058, 0.003], [-0.099, -0.010, -0.053], [0.026, 0.067, 0.051], [-0.267, 0.119, -0.072], [0.111, -0.033, -0.058], [0.037, -0.023, -0.002], [-0.017, -0.006, -0.005], [-0.006, -0.060, -0.038], [-0.011, -0.029, 0.063], [0.108, -0.069, -0.032], [-0.002, 0.035, 0.048], [0.055, -0.013, 0.035], [0.052, -0.191, -0.145], [0.051, 0.089, 0.076], [-0.011, 0.035, 0.031], [-0.003, -0.008, -0.007], [-0.053, 0.017, -0.026], [0.053, 0.045, -0.020], [-0.081, 0.057, 0.068], [0.020, -0.177, 0.054]], "lowdin_charge": [-0.067, -0.248, -0.218, -0.200, -0.086, -1.039, 0.761, 0.878, -0.439, -0.216, -0.202, -0.019, -0.050, -0.446, 0.159, 0.025, -0.589, 0.132, -0.265, 0.926, -0.269, -0.264, 0.057, 0.082, 0.067, 0.109, 0.102, 0.098, 0.121, 0.059, 0.053, 0.071, 0.047, 0.079, 0.125, 0.094, 0.070, 0.105, 0.138, 0.127, 0.100, 0.036, 0.044, 0.033, 0.034, 0.025, 0.021, -0.079, -0.292, -0.153, 0.076, 0.074, 0.075, 0.112, 0.112, 0.063, -0.080, -0.308, -0.108, 0.054, 0.080, 0.078, 0.111, 0.112, 0.098, -0.082, -0.317, -0.089, 0.072, 0.050, 0.079, 0.083, 0.110, 0.083, -0.074, -0.299, -0.116, 0.077, 0.062, 0.051, 0.090, 0.113, -0.005, -0.091, -0.316, -0.099, 0.076, 0.078, 0.062, 0.110, 0.108, 0.075, -0.092, -0.320, -0.093, 0.077, 0.072, 0.072, 0.104, 0.109, 0.084, -0.091, -0.335, -0.085, 0.076, 0.074, 0.072, 0.106, 0.106, 0.084, -0.086, -0.322, -0.100, 0.077, 0.073, 0.058, 0.110, 0.104, 0.014, -0.090, -0.325, -0.091, 0.076, 0.075, 0.072, 0.094, 0.112, 0.082, -0.078, -0.311, -0.094, 0.074, 0.075, 0.052, 0.108, 0.108, 0.043], "e_homo_ha": -0.3050, "gap_ev": 7.71, "smiles": "CCN(CC)C(=S)SCCCN(CC(=O)O)C(=O)OP(C)C.CCO.CCO.CCO.CCO.CCO.CCO.CCO.CCO.CCO.CCO"}

=====

{"formula": "C26H40BrNOP2Sr", "method": "wB97M-V/def2-TZVPD", "species": ["N", "C", "C", "C", "C", "C", "C", "Sr", "P", "C", "C", "C", "C", "C", "C", "C", "Br", "H", "H", "H", "H", "H", "H", "H", "H", "H", "H", "P", "C", "C", "H", "H", "H", "H", "H", "C", "C", "H", "H", "H", "H", "H", "C", "C", "H", "H", "H", "H", "H", "C", "C", "H", "H", "H", "H", "H", "C", "C", "H", "H", "H", "H", "H", "C", "C", "H", "H", "H", "H", "H", "O", "C"], "coordinates": [[9.310, 4.501, -1.168], [9.313, 3.719, -0.087], [8.122, 3.199, 0.456], [6.885, 3.477, -0.162], [6.918, 4.305, -1.309], [8.154, 4.800, -1.769], [5.648, 2.940, 0.412], [-0.532, -0.933, 1.661], [-3.520, -5.114, -1.074], [4.734, 2.201, -0.276], [3.540, 1.644, 0.260], [2.630, 1.095, -0.688], [1.429, 0.517, -0.222], [1.253, 0.634, 1.137], [2.098, 1.070, 2.153], [3.303, 1.645, 1.662], [-3.316, -1.649, 2.597], [5.487, 3.132, 1.477], [4.911, 1.987, -1.333], [8.184, 2.559, 1.328], [6.016, 4.594, -1.831], [10.280, 3.495, 0.373], [8.207, 5.450, -2.648], [2.817, 1.102, -1.763], [3.993, 2.058, 2.393], [0.621, 0.051, -0.906], [1.777, 1.004, 3.241], [-2.032, 1.356, 0.544], [-1.828, -5.474, -0.418], [-1.227, -6.785, -0.922], [-1.887, -5.472, 0.680], [-1.202, -4.627, -0.731], [-0.460, -7.146, -0.224], [-1.979, -7.576, -1.030], [-0.731, -6.649, -1.892], [-3.058, -3.941, -2.433], [-4.061, -3.848, -3.583], [-2.089, -4.299, -2.815], [-2.901, -2.953, -1.977], [-3.572, -3.436, -4.477], [-4.466, -4.830, -3.852], [-4.898, -3.183, -3.341], [-4.165, -3.990, 0.241], [-5.180, -4.631, 1.189], [-4.593, -3.105, -0.251], [-3.282, -3.658, 0.807], [-5.795, -3.856, 1.664], [-5.850, -5.329, 0.675], [-4.674, -5.170, 1.999], [-3.571, 1.576, 1.466], [-3.978, 3.023, 1.632], [-3.435, 1.089, 2.444], [-4.320, 0.968, 0.938], [-3.324, 3.542, 2.338], [-3.977, 3.548, 0.672], [-4.993, 3.036, 2.036], [-2.362, 0.676, -1.131], [-1.637, 1.381, -2.271], [-3.459, 0.768, -1.199], [-2.123, -0.409, -1.125], [-2.196, 2.276, -2.562], [-0.607, 1.673, -2.035], [-1.596, 0.712, -3.135], [-0.969, 2.807, 0.494], [-0.387, 3.336, 1.815], [-1.661, 3.524, 0.010], [-0.136, 2.564, -0.195], [0.576, 3.820, 1.618], [-1.040, 4.104, 2.241], [-0.198, 2.581, 2.591], [-1.714, -0.883, 5.292], [-1.225, -0.590, 4.302]], "forces_ev_per_a": [[0.103, 0.125, -0.123], [-1.091, -0.039, -0.113], [0.189, 0.292, -0.441], [1.220, 0.663, -0.555], [0.591, -0.210, 0.304], [-0.316, -0.648, 0.708], [-1.144, -0.909, -0.508], [-1.574, -1.120, 0.617], [1.979, 2.771, 0.861], [2.396, 1.453, -0.190], [-1.046, -0.338, 0.319], [-0.607, -0.451, 1.024], [-0.527, -0.031, -0.544], [1.160, 0.217, 0.417], [-0.175, 0.341, -0.345], [-1.576, -0.972, 0.025], [0.520, -0.400, -0.697], [0.135, -0.044, -0.299], [0.103, 0.208, 0.259], [-0.110, 0.052, 0.029], [-0.126, -0.062, 0.078], [-0.351, 0.107, -0.204], [-0.024, -0.243, 0.350], [0.251, 0.081, 0.374], [0.044, -0.115, -0.361], [1.496, 0.926, 0.954], [0.767, 0.318, -1.459], [1.702, -2.361, 1.453], [-0.196, -1.025, 0.294], [0.470, -0.338, -0.173], [-0.166, -0.048, -0.292], [-0.312, 0.005, 0.041], [-0.227, 0.095, -0.206], [0.217, 0.155, 0.097], [-0.216, -0.086, 0.163], [-0.180, -0.783, -0.873], [-0.253, 0.237, -0.382], [-0.274, 0.034, 0.124], [-0.054, -0.310, 0.245], [-0.145, -0.114, 0.281], [0.119, 0.240, 0.009], [0.129, -0.233, 0.003], [-1.123, -0.297, -0.180], [-0.213, -0.042, 0.532], [0.057, -0.349, -0.046], [-0.005, -0.110, -0.256], [0.225, -0.199, -0.157], [0.082, 0.210, 0.099], [-0.120, 0.030, -0.223], [-0.076, 0.064, 0.151], [-0.519, 0.152, -0.006], [-0.096, 0.214, -0.422], [0.074, 0.205, 0.154], [-0.105, -0.010, -0.186], [-0.083, 0.097, 0.195], [0.082, 0.285, -0.020], [-0.496, 0.331, 0.167], [-0.230, -0.026, -0.468], [0.330, -0.260, -0.501], [-0.168, 0.472, 0.077], [0.274, -0.084, -0.003], [-0.271, -0.084, -0.010], [-0.014, 0.222, -0.025], [-0.518, 0.845, -0.954], [-0.178, 0.350, 0.079], [0.997, 0.461, 0.143], [-0.707, 0.235, 0.249], [-0.200, -0.072, -0.003], [0.100, -0.220, 0.022], [-0.245, 0.011, -0.293], [1.377, 0.984, -2.183], [-1.132, -0.855, 2.801]], "lowdin_charge": [0.057, -0.121, -0.015, -0.224, -0.011, -0.122, -0.010, 1.106, 1.231, -0.054, -0.200, 0.007, -0.152, -0.291, -0.082, 0.024, 0.021, 0.118, 0.128, 0.109, 0.106, 0.114, 0.114, 0.131, 0.122, 0.122, 0.137, 0.833, -0.383, -0.137, 0.092, 0.085, 0.087, 0.078, 0.082, -0.377, -0.137, 0.088, 0.082, 0.087, 0.078, 0.082, -0.439, -0.146, 0.090, -0.016, 0.080, 0.075, 0.084, -0.452, -0.134, 0.013, 0.078, 0.072, 0.079, 0.086, -0.403, -0.140, 0.086, 0.047, 0.092, 0.049, 0.080, -0.412, -0.121, 0.091, 0.061, 0.085, 0.075, 0.055, 0.059, -0.177], "e_homo_ha": [-0.4706, -0.4705], "de_lowest_ev": 2.5545, "charge": 2, "gap_ev": [5.55, 3.52]}

=====

{"formula": "C7H12O2", "method": "wB97M-V/def2-TZVPD", "species": ["C", "C", "C", "C", "C", "C", "C", "H", "H", "H", "H", "H", "H", "H", "H", "H", "H", "O", "H", "H", "O"], "coordinates": [[1.905, -0.393, -1.119], [-0.272, 0.379, -1.013], [0.936, 0.428, -0.382], [1.143, 0.949, 0.937], [0.082, 1.659, 1.510], [-1.115, 1.871, 0.719], [-1.298, 1.188, -0.479], [1.310, -0.995, -1.899], [2.334, -1.133, -0.405], [2.727, 0.093, -1.393], [-0.412, -0.030, -1.990], [2.127, 0.617, 1.415], [0.264, 2.328, 2.248], [-1.773, 2.726, 0.799], [-2.297, 1.114, -1.024], [0.137, -1.567, -0.791], [-0.852, -2.756, -0.993], [-0.167, -2.311, -1.483], [-1.706, -2.142, 1.570], [-1.312, -0.695, 1.656], [-1.758, -1.331, 2.118]], "forces_ev_per_a": [[-2.007, -3.997, 1.283], [-1.918, 3.227, 1.054], [0.339, -0.943, 0.960], [-0.153, -1.278, -0.855], [-0.659, -0.410, -4.129], [1.290, -0.289, -0.664], [-1.188, -1.398, -0.440], [2.092, 1.289, 0.679], [-0.283, -0.020, -0.401], [3.207, 2.233, -1.973], [0.056, -0.303, -0.222], [-1.534, 1.126, -0.379], [0.313, 1.379, 2.798], [-0.259, -0.197, 1.189], [1.381, 0.836, 0.854], [-1.203, -2.741, -2.136], [-0.513, -0.473, 0.072], [1.043, 1.924, 2.292], [-0.067, 0.790, 0.588], [1.867, 2.810, -1.943], [-1.803, -3.566, 1.372]], "nbo_charge": [-0.652, -0.267, -0.030, -0.214, -0.205, -0.239, -0.189, 0.243, 0.211, 0.223, 0.238, 0.227, 0.212, 0.225, 0.219, 0.489, 0.466, -0.959, 0.460, 0.466, -0.925], "e_homo_ha": -0.3405, "de_lowest_ev": 1.9814, "gap_ev": 9.80, "smiles": "Cc1ccccc1.O.O"}